Entry 1:
Density functional theory data (ωB97M-V/def2-TZVPD) for a molecular structure, C57H51GeNOP2PtS2 at a distorted geometry.

Geometry as XYZ:
```
116
Properties=species:S:1:pos:R:3:forces:R:3
Pt -0.228 1.240 -0.278 -2.6 1.3 0.4
O -1.151 0.153 2.688 0.1 -0.5 -0.3
S -1.191 -0.973 1.684 -0.1 1.1 0.6
C -0.356 -2.249 2.538 0.0 -0.3 -0.2
C -0.883 -3.483 2.822 0.0 -0.1 0.1
C -0.202 -4.407 3.645 -0.1 0.0 -0.1
C 1.008 -4.041 4.158 0.2 0.0 0.0
C 1.960 -4.766 5.083 0.0 0.1 -0.1
C 3.180 -3.816 5.227 -0.1 0.0 -0.1
C 2.829 -2.609 4.389 0.0 -0.2 0.1
C 3.515 -1.464 4.115 0.1 0.2 0.0
C 2.930 -0.527 3.241 0.0 -0.1 0.0
C 1.674 -0.666 2.671 0.0 -0.1 -0.2
P 1.329 0.755 1.538 0.4 0.0 -0.5
C 1.294 2.241 2.569 -0.1 -0.2 0.2
C 1.130 3.474 1.950 0.1 0.1 0.0
C 1.125 4.641 2.693 0.0 0.0 0.1
C 1.292 4.581 4.072 0.0 0.0 -0.1
C 1.469 3.357 4.695 0.0 0.0 0.0
C 1.461 2.186 3.950 -0.1 0.0 0.0
C 2.946 0.801 0.694 -0.1 0.1 -0.2
C 3.848 1.848 0.835 0.0 0.0 0.0
C 5.078 1.801 0.186 0.0 0.0 0.1
C 5.401 0.718 -0.615 0.0 -0.1 0.0
C 4.498 -0.331 -0.763 0.0 0.0 0.0
C 3.278 -0.291 -0.111 0.1 0.0 0.0
C 0.936 -1.853 2.972 0.2 0.0 0.0
C 1.563 -2.789 3.806 0.0 -0.1 0.0
C -2.804 -1.568 1.508 -0.1 -0.1 -0.2
C -3.651 -1.670 2.585 -0.1 -0.1 0.0
C -4.886 -2.342 2.483 0.0 0.1 0.1
C -5.196 -2.942 1.291 -0.1 -0.1 -0.1
C -6.374 -3.800 0.880 0.1 0.1 0.0
C -6.088 -4.194 -0.597 0.1 0.1 0.0
C -4.789 -3.501 -0.938 -0.2 0.0 0.1
C -4.043 -3.464 -2.081 0.1 0.0 -0.1
C -2.892 -2.650 -2.109 0.0 0.0 -0.1
C -2.427 -1.931 -1.021 -0.2 0.4 0.5
P -1.084 -0.757 -1.482 1.5 -0.1 -0.4
C 0.363 -1.810 -1.766 -0.1 -0.2 0.1
C 1.405 -1.435 -2.618 0.0 0.0 -0.1
C 2.468 -2.296 -2.840 0.0 0.0 0.0
C 2.527 -3.520 -2.186 0.0 0.0 0.0
C 1.528 -3.873 -1.290 0.0 0.0 0.0
C 0.447 -3.027 -1.086 0.0 0.0 0.0
C -1.729 -0.156 -3.068 -0.1 0.2 0.1
C -1.135 -0.353 -4.311 0.1 0.0 0.0
C -1.762 0.119 -5.460 0.0 0.0 0.0
C -2.984 0.769 -5.375 0.0 0.0 0.0
C -3.594 0.944 -4.137 0.0 0.0 0.0
C -2.965 0.494 -2.990 -0.1 -0.1 0.0
C -3.135 -2.058 0.221 0.0 0.0 -0.1
C -4.326 -2.799 0.189 0.0 0.0 0.0
H -1.858 -3.749 2.432 0.0 0.0 0.0
H -0.657 -5.362 3.874 0.0 0.0 0.0
H 2.242 -5.735 4.672 0.0 0.0 0.0
H 1.485 -4.961 6.045 0.0 0.0 0.0
H 4.100 -4.280 4.870 0.0 0.0 0.0
H 3.356 -3.532 6.265 0.0 0.0 0.0
H 4.496 -1.266 4.530 0.0 0.0 0.0
H 3.514 0.354 3.006 0.0 0.0 0.1
H 1.035 3.528 0.875 -0.1 0.0 -0.1
H 0.990 5.597 2.203 0.0 0.0 0.0
H 1.281 5.490 4.659 0.0 0.0 0.0
H 1.619 3.309 5.765 -0.1 0.0 0.0
H 1.571 1.235 4.451 0.0 0.0 0.0
H 3.608 2.689 1.473 0.0 0.0 0.0
H 5.789 2.607 0.322 0.0 0.0 0.0
H 6.358 0.685 -1.120 0.0 0.0 0.0
H 4.754 -1.184 -1.378 0.0 0.0 0.0
H 2.585 -1.121 -0.213 0.0 0.0 0.0
H -3.336 -1.244 3.532 0.0 0.0 0.0
H -5.537 -2.411 3.345 0.0 0.0 0.0
H -7.308 -3.246 0.979 0.0 0.0 0.0
H -6.459 -4.675 1.524 0.0 0.0 0.0
H -6.888 -3.880 -1.268 0.0 0.0 0.0
H -5.989 -5.274 -0.714 0.0 0.0 0.0
H -4.330 -4.008 -2.973 0.0 0.0 0.0
H -2.357 -2.580 -3.049 -0.1 0.0 0.0
H 1.402 -0.472 -3.106 0.0 0.0 0.0
H 3.251 -2.010 -3.531 0.0 0.0 0.0
H 3.349 -4.198 -2.374 0.0 0.0 0.0
H 1.577 -4.816 -0.762 0.0 0.0 0.0
H -0.337 -3.321 -0.399 0.0 0.0 0.0
H -0.207 -0.897 -4.404 0.0 0.0 0.0
H -1.298 -0.040 -6.425 0.0 0.0 0.0
H -3.469 1.125 -6.275 0.0 0.0 0.0
H -4.561 1.425 -4.070 0.0 0.0 0.0
H -3.444 0.633 -2.027 0.0 0.0 0.0
S -1.910 2.271 1.162 0.6 -0.3 0.4
C -2.220 3.181 -0.275 -0.3 0.0 0.1
C -2.981 4.333 -0.388 0.0 0.2 -0.2
C -3.132 4.885 -1.650 0.0 0.0 0.1
C -2.520 4.281 -2.744 0.0 0.0 0.0
C -1.749 3.155 -2.538 0.2 -0.1 -0.1
N -1.615 2.617 -1.325 0.3 -0.3 -0.1
H -3.430 4.773 0.493 0.0 0.0 0.0
H -3.715 5.788 -1.782 0.0 -0.1 0.0
H -2.641 4.674 -3.744 0.1 0.0 0.0
H -1.247 2.654 -3.355 0.0 0.0 0.0
C 0.925 4.562 -3.530 -0.1 0.1 -0.1
Ge 1.974 3.534 -2.262 -0.1 -0.2 0.2
C 3.559 2.820 -3.129 0.1 0.0 -0.1
C 2.525 4.711 -0.822 0.0 0.1 0.1
C 1.075 1.794 -1.822 0.3 -1.1 0.3
H 1.596 5.251 -4.047 0.0 0.0 0.0
H 0.158 5.152 -3.028 0.0 0.0 0.0
H 0.453 3.927 -4.280 0.0 0.0 0.0
H 4.149 3.647 -3.530 0.0 -0.1 0.0
H 3.295 2.154 -3.952 0.0 0.0 0.0
H 4.160 2.271 -2.406 0.0 0.0 0.0
H 3.090 5.525 -1.281 0.0 0.0 0.0
H 3.177 4.201 -0.117 0.0 0.1 0.0
H 1.682 5.146 -0.287 0.0 0.1 0.0
H 1.886 1.087 -1.643 0.2 0.1 -0.4
H 0.518 1.480 -2.709 0.2 0.1 -0.2
```
Forces are in eV/Å.

The frontier orbital gap (spin up / spin down) is 5.28 / 5.09 eV. The value obtained for the calculated total energy is -163472.0029 eV. The calculation puts the LUMO energy (spin up / spin down) at -0.269 / -0.275 hartree. The value obtained for the energy above the lowest of the compared OMol25 structures with the same formula, charge and spin is 52.5 kcal per mole. The calculation puts the HOMO energy (spin up / spin down) at -12.59 / -12.58 eV. As for the multiplicity: 1. As for the charge: +2.

---

Entry 2:
Density functional theory data (ωB97M-V/def2-TZVPD) for 8 unconnected molecules or ions with the total composition C57H55N7O18S at a distorted geometry.

Geometry as XYZ:
```
138
Properties=species:S:1:pos:R:3:forces:R:3
C 0.452 -2.011 -0.761 0.9 0.8 0.2
C 0.903 -1.540 -2.144 -0.1 -0.1 0.0
C 0.380 -0.148 -2.541 0.5 -0.4 -0.1
C 0.560 0.933 -1.458 0.0 0.3 -0.4
C -0.426 2.071 -1.506 1.4 0.5 0.0
C -1.735 1.981 -1.453 -1.4 -0.8 0.6
C -2.459 0.670 -1.321 -0.9 0.4 -0.9
C -3.166 0.355 -2.671 0.9 -0.8 0.2
C -3.523 -1.140 -2.835 -0.7 1.1 -0.8
O -4.971 -1.270 -2.982 0.4 0.1 0.8
C -5.525 -1.551 -1.733 -0.1 2.6 -1.4
C -6.078 -0.389 -0.946 0.5 0.4 -0.4
O -5.522 -2.646 -1.349 -0.1 -3.2 1.4
C -2.621 3.182 -1.487 2.6 0.5 0.8
O -3.760 3.121 -1.779 -2.8 -0.3 -0.6
C -1.989 4.491 -1.079 -2.4 -0.9 0.6
S -3.057 5.800 -0.564 0.1 0.7 -0.2
C -0.697 4.586 -1.144 1.5 0.7 0.0
C 0.162 3.450 -1.585 -2.7 -0.3 0.7
O 1.265 3.654 -1.941 3.1 0.4 -0.9
H -0.592 -1.801 -0.554 -0.2 -0.3 -0.1
H 0.710 -3.046 -0.554 -0.2 -0.2 -0.2
H 1.005 -1.424 -0.020 -0.1 -0.1 0.2
H 0.595 -2.290 -2.874 0.0 0.5 0.2
H 1.994 -1.495 -2.207 0.1 -0.2 0.3
H 0.993 0.165 -3.390 -0.2 0.1 -0.2
H -0.632 -0.230 -2.929 -0.2 0.1 0.2
H 1.539 1.381 -1.629 0.1 0.0 0.2
H 0.576 0.553 -0.435 -0.2 -0.2 -0.1
H -3.251 0.747 -0.574 0.2 0.0 0.3
H -1.782 -0.129 -1.050 0.1 0.0 0.1
H -4.051 0.963 -2.818 -0.1 0.0 0.1
H -2.463 0.619 -3.465 -0.1 0.1 -0.1
H -3.161 -1.760 -2.017 0.0 -0.1 0.0
H -3.127 -1.487 -3.784 0.1 -0.3 0.1
H -5.623 0.541 -1.280 0.0 0.1 0.0
H -7.147 -0.282 -1.104 -0.1 -0.2 0.1
H -5.825 -0.558 0.096 -0.3 0.0 0.2
H -3.792 5.237 0.421 0.4 -0.4 -0.3
H -0.239 5.525 -0.865 0.5 -0.1 -0.1
O -0.769 -2.390 1.911 0.0 0.1 0.3
N -0.242 -1.534 2.593 -0.1 0.1 -0.2
O -0.394 -0.334 2.431 0.0 -0.2 0.0
C 0.652 -1.968 3.675 0.2 -0.1 0.2
C 0.885 -3.320 3.861 0.0 -0.2 -0.1
C 1.754 -3.721 4.864 0.0 0.1 0.0
C 2.373 -2.772 5.667 0.0 0.0 0.0
C 2.119 -1.421 5.474 0.1 -0.1 0.1
C 1.254 -1.012 4.474 0.0 0.3 0.0
H 0.406 -4.058 3.235 -0.1 0.1 -0.1
H 1.953 -4.773 5.017 0.0 0.0 0.0
H 3.059 -3.087 6.444 0.0 0.0 0.0
H 2.602 -0.684 6.103 0.0 0.0 0.0
H 1.063 0.041 4.324 -0.1 -0.1 -0.1
O -9.185 1.143 -4.630 0.2 -0.1 0.0
N -8.159 0.487 -4.644 -0.1 0.1 0.2
O -7.511 0.188 -3.658 -0.2 0.1 -0.1
C -7.655 0.023 -5.943 0.1 -0.1 -0.3
C -8.335 0.367 -7.098 -0.2 0.1 -0.1
C -7.841 -0.056 -8.321 0.1 -0.1 0.0
C -6.682 -0.819 -8.375 0.0 0.0 0.0
C -6.016 -1.164 -7.207 -0.1 0.1 -0.1
C -6.503 -0.742 -5.979 0.3 -0.1 0.2
H -9.237 0.961 -7.057 0.0 0.0 0.2
H -8.359 0.210 -9.232 0.0 0.0 0.0
H -6.295 -1.145 -9.333 0.0 0.0 0.0
H -5.115 -1.761 -7.252 0.0 0.0 0.0
H -5.982 -1.009 -5.068 -0.1 0.1 0.1
O -5.411 5.717 2.783 0.0 -0.2 -0.1
N -5.667 4.679 2.203 0.1 0.0 0.1
O -4.837 3.847 1.873 -0.1 0.2 0.1
C -7.070 4.406 1.865 -0.3 -0.1 -0.1
C -8.038 5.340 2.188 -0.1 0.2 0.1
C -9.356 5.088 1.845 0.0 -0.1 -0.1
C -9.692 3.911 1.189 0.0 0.0 0.0
C -8.710 2.979 0.879 -0.1 0.1 0.0
C -7.390 3.225 1.217 0.1 -0.2 -0.1
H -7.779 6.257 2.698 0.1 -0.1 0.0
H -10.123 5.812 2.086 0.0 0.0 0.0
H -10.722 3.719 0.917 0.0 0.0 0.0
H -8.974 2.062 0.369 0.0 0.0 0.0
H -6.626 2.501 0.972 0.1 0.1 0.0
O 3.879 1.287 4.827 0.1 -0.1 0.1
N 4.890 0.630 4.662 0.0 0.0 0.1
O 5.627 0.257 5.558 -0.2 0.1 -0.1
C 5.239 0.259 3.284 0.1 -0.1 -0.3
C 4.433 0.694 2.246 -0.2 0.1 -0.1
C 4.772 0.361 0.945 0.1 -0.1 0.0
C 5.905 -0.402 0.696 0.0 0.0 0.0
C 6.700 -0.839 1.748 -0.1 0.0 -0.1
C 6.368 -0.509 3.052 0.2 -0.1 0.1
H 3.550 1.287 2.438 0.0 0.0 0.1
H 4.154 0.699 0.123 0.0 0.0 0.0
H 6.173 -0.656 -0.322 0.0 0.0 0.0
H 7.580 -1.435 1.550 0.0 0.0 0.0
H 6.988 -0.848 3.869 -0.1 0.1 0.1
O 3.187 -6.036 9.107 0.1 0.2 -0.1
N 3.893 -5.095 8.800 0.0 -0.1 -0.1
O 4.491 -4.992 7.742 -0.1 0.0 0.1
C 4.039 -4.001 9.771 0.0 0.2 0.2
C 3.405 -4.096 10.997 -0.2 -0.1 0.2
C 3.562 -3.073 11.917 0.1 0.1 -0.1
C 4.344 -1.969 11.603 0.0 0.0 0.0
C 4.966 -1.883 10.366 -0.1 0.0 0.1
C 4.816 -2.904 9.442 0.1 0.1 -0.2
H 2.796 -4.954 11.243 0.0 -0.1 -0.1
H 3.076 -3.136 12.882 0.0 0.0 0.0
H 4.468 -1.173 12.326 0.0 0.0 0.0
H 5.572 -1.021 10.121 0.0 0.0 0.0
H 5.304 -2.836 8.480 -0.1 -0.1 0.0
O 8.389 1.184 -2.054 0.0 0.0 0.2
N 8.693 1.477 -0.912 0.0 -0.2 -0.1
O 8.980 0.672 -0.045 0.0 0.1 -0.2
C 8.708 2.902 -0.552 0.0 0.3 0.1
C 8.352 3.843 -1.501 -0.1 0.1 -0.3
C 8.345 5.183 -1.151 0.0 0.0 0.1
C 8.697 5.567 0.136 0.0 0.0 0.0
C 9.061 4.612 1.075 0.0 0.1 -0.1
C 9.068 3.270 0.732 0.1 -0.1 0.3
H 8.077 3.546 -2.503 0.0 -0.1 0.1
H 8.062 5.929 -1.881 0.0 0.0 0.0
H 8.685 6.615 0.408 0.0 0.0 0.0
H 9.337 4.914 2.076 0.0 0.0 0.0
H 9.349 2.528 1.465 0.0 -0.1 -0.1
O -0.319 -2.901 -4.666 0.2 -0.4 -0.2
N 0.659 -3.596 -4.898 -0.2 0.0 -0.1
O 1.379 -4.091 -4.053 -0.2 0.0 -0.1
C 0.988 -3.854 -6.307 0.1 0.0 -0.3
C 0.212 -3.281 -7.298 -0.2 0.2 -0.1
C 0.538 -3.508 -8.625 0.1 -0.1 0.0
C 1.628 -4.306 -8.946 0.0 0.0 0.0
C 2.392 -4.882 -7.941 -0.1 0.1 -0.1
C 2.073 -4.656 -6.611 0.2 -0.2 0.1
H -0.637 -2.660 -7.051 0.1 0.0 0.2
H -0.057 -3.062 -9.411 0.0 0.0 0.0
H 1.884 -4.478 -9.984 0.0 0.0 0.0
H 3.240 -5.505 -8.193 0.0 0.0 0.0
H 2.671 -5.103 -5.830 -0.1 0.1 0.1
```
Forces are in eV/Å.

The frontier orbital gap is 8.28 eV. The value obtained for the calculated total energy is -118101.9008 eV. The calculation puts the LUMO energy at -0.024 hartree. The calculation puts the HOMO energy at -8.94 eV. As for the multiplicity: 1.